DFT (the ωB97M-V functional and the def2-TZVPD basis) results for a 10-piece molecular cluster, C72H144N7O16 overall in a non-equilibrium geometry.

Computed properties:
Frontier orbital gap (spin up / spin down) (eV): 9.013 / 8.579
Spin multiplicity: 8
E_tot (Ha): -4416.10954
Lowest unoccupied orbital energy (spin up / spin down) (eV): 0.44 / -0.90

Each atom is followed by the atoms it is bonded to, with distances in Å.
Cartesian coordinates (Å):
1 C 2.971 5.138 -0.114  O2 1.387, H7 1.090, H8 1.090, H9 1.090
2 O 1.737 4.627 0.259  C1 1.387, C3 1.255
3 C 1.572 4.176 1.419  O2 1.255, O4 1.178, O5 1.321
4 O 2.194 4.304 2.411  C3 1.178
5 O 0.412 3.551 1.332  C3 1.321, C6 1.393
6 C -0.210 3.044 2.470  O5 1.393, H10 1.090, H11 1.090, H12 1.090
7 H 2.932 5.625 -1.089  C1 1.090
8 H 3.708 4.337 -0.164  C1 1.090
9 H 3.375 5.868 0.588  C1 1.090
10 H -1.163 2.680 2.085  C6 1.090
11 H -0.474 3.794 3.216  C6 1.090
12 H 0.339 2.247 2.971  C6 1.090
13 C 1.216 -5.809 2.521  O14 1.489, H19 1.090, H20 1.090, H21 1.090
14 O 0.511 -4.775 3.329  C13 1.489, C15 1.339
15 C 1.179 -3.698 3.757  O14 1.339, O16 1.261, O17 1.287
16 O 2.429 -3.601 3.616  C15 1.261
17 O 0.423 -2.924 4.452  C15 1.287, C18 1.453
18 C 0.938 -1.672 4.978  O17 1.453, H22 1.090, H23 1.090, H24 1.090
19 H 2.294 -5.686 2.410  C13 1.090
20 H 0.831 -5.880 1.504  C13 1.090
21 H 1.024 -6.768 3.001  C13 1.090
22 H 0.206 -1.372 5.728  C18 1.090
23 H 0.873 -0.831 4.287  C18 1.090
24 H 1.958 -1.667 5.364  C18 1.090
25 C -2.524 0.777 -0.007  O26 1.453, H31 1.090, H32 1.090, H33 1.090
26 O -1.081 0.903 -0.126  C25 1.453, C27 1.379
27 C -0.337 0.163 0.770  O26 1.379, O28 1.213, O29 1.349
28 O -0.605 -0.533 1.727  C27 1.213
29 O 0.925 0.455 0.393  C27 1.349, C30 1.465
30 C 2.070 -0.008 1.181  O29 1.465, H34 1.090, H35 1.090, H36 1.090
31 H -2.872 0.957 1.009  C25 1.090
32 H -2.891 -0.203 -0.311  C25 1.090
33 H -3.041 1.550 -0.577  C25 1.090
34 H 2.298 -1.068 1.067  C30 1.090
35 H 1.929 0.160 2.248  C30 1.090
36 H 2.905 0.644 0.925  C30 1.090
37 C 2.189 2.269 -5.534  C38 1.550, H48 1.090, H49 1.090, H50 1.090
38 C 0.693 1.973 -5.253  C37 1.550, C39 1.520, N43 1.500, C47 1.496
39 C 0.555 1.543 -3.801  C38 1.520, C40 1.503, H51 1.090, H52 1.090
40 C 0.624 2.657 -2.794  C39 1.503, C41 1.502, H53 1.090, H54 1.090
41 C -0.448 3.684 -3.018  C40 1.502, C42 1.571, H55 1.090, H56 1.090
42 C -0.476 4.154 -4.517  C41 1.571, N43 1.488, C45 1.544, C46 1.600
43 N -0.271 3.087 -5.535  C38 1.500, C42 1.488, O44 1.420
44 O -0.272 3.487 -6.897  N43 1.420
45 C -1.913 4.696 -4.679  C42 1.544, H57 1.090, H58 1.090, H59 1.090
46 C 0.533 5.380 -4.712  C42 1.600, H60 1.090, H61 1.090, H62 1.090
47 C 0.286 0.767 -6.038  C38 1.496, H63 1.090, H64 1.090, H65 1.090
48 H 2.310 2.458 -6.601  C37 1.090
49 H 2.869 1.563 -5.058  C37 1.090
50 H 2.521 3.249 -5.190  C37 1.090
51 H -0.379 0.991 -3.692  C39 1.090
52 H 1.313 0.774 -3.654  C39 1.090
53 H 1.572 3.193 -2.839  C40 1.090
54 H 0.658 2.250 -1.783  C40 1.090
55 H -0.385 4.522 -2.324  C41 1.090
56 H -1.383 3.167 -2.803  C41 1.090
57 H -2.139 5.292 -5.563  C45 1.090
58 H -2.622 3.883 -4.834  C45 1.090
59 H -2.375 5.235 -3.852  C45 1.090
60 H 1.506 4.914 -4.555  C46 1.090
61 H 0.519 5.810 -5.714  C46 1.090
62 H 0.342 6.102 -3.919  C46 1.090
63 H 0.766 -0.113 -5.609  C47 1.090
64 H 0.748 0.678 -7.021  C47 1.090
65 H -0.788 0.664 -6.192  C47 1.090
66 C 3.627 -3.454 0.031  C67 1.538, H77 1.090, H78 1.090, H79 1.090
67 C 3.517 -4.065 -1.377  C66 1.538, C68 1.511, N72 1.471, C76 1.581
68 C 2.580 -5.249 -1.314  C67 1.511, C69 1.476, H80 1.090, H81 1.090
69 C 1.128 -5.004 -1.216  C68 1.476, C70 1.501, H82 1.090, H83 1.090
70 C 0.687 -4.281 -2.456  C69 1.501, C71 1.546, H84 1.090, H85 1.090
71 C 1.527 -3.014 -2.738  C70 1.546, N72 1.514, C74 1.619, C75 1.523
72 N 3.002 -3.208 -2.456  C67 1.471, C71 1.514, O73 1.520
73 O 3.860 -2.008 -2.821  N72 1.520
74 C 1.297 -2.860 -4.333  C71 1.619, H86 1.090, H87 1.090, H88 1.090
75 C 0.855 -1.874 -1.985  C71 1.523, H89 1.090, H90 1.090, H91 1.090
76 C 4.933 -4.663 -1.750  C67 1.581, H92 1.090, H93 1.090, H94 1.090
77 H 4.320 -3.908 0.739  C66 1.090
78 H 2.687 -3.571 0.570  C66 1.090
79 H 3.688 -2.369 -0.055  C66 1.090
80 H 2.641 -5.845 -2.224  C68 1.090
81 H 2.875 -5.899 -0.490  C68 1.090
82 H 1.019 -4.362 -0.342  C69 1.090
83 H 0.607 -5.958 -1.134  C69 1.090
84 H -0.376 -4.066 -2.355  C70 1.090
85 H 0.728 -5.086 -3.190  C70 1.090
86 H 1.815 -2.014 -4.783  C74 1.090
87 H 1.827 -3.671 -4.833  C74 1.090
88 H 0.283 -2.713 -4.704  C74 1.090
89 H 1.509 -1.036 -1.746  C75 1.090
90 H 0.052 -1.441 -2.581  C75 1.090
91 H 0.441 -2.139 -1.011  C75 1.090
92 H 4.964 -5.419 -2.534  C76 1.090
93 H 5.295 -5.362 -0.997  C76 1.090
94 H 5.640 -3.891 -2.055  C76 1.090
95 C -4.587 1.533 -4.047  C96 1.575, H106 1.090, H107 1.090, H108 1.090
96 C -6.034 1.769 -3.469  C95 1.575, C97 1.507, N101 1.513, C105 1.568
97 C -6.864 1.326 -4.647  C96 1.507, C98 1.498, H109 1.090, H110 1.090
98 C -8.355 1.261 -4.519  C97 1.498, C99 1.544, H111 1.090, H112 1.090
99 C -8.640 0.269 -3.370  C98 1.544, C100 1.573, H113 1.090, H114 1.090
100 C -7.837 0.620 -2.063  C99 1.573, N101 1.478, C103 1.528, C104 1.572
101 N -6.402 0.871 -2.308  C96 1.513, C100 1.478, O102 1.495
102 O -5.551 0.959 -1.082  N101 1.495
103 C -8.502 1.770 -1.308  C100 1.528, H115 1.090, H116 1.090, H117 1.090
104 C -7.983 -0.719 -1.252  C100 1.572, H118 1.090, H119 1.090, H120 1.090
105 C -6.061 3.325 -3.282  C96 1.568, H121 1.090, H122 1.090, H123 1.090
106 H -4.308 2.021 -4.982  C95 1.090
107 H -4.331 0.514 -4.335  C95 1.090
108 H -3.863 1.750 -3.262  C95 1.090
109 H -6.752 2.029 -5.472  C97 1.090
110 H -6.569 0.313 -4.922  C97 1.090
111 H -8.739 0.818 -5.437  C98 1.090
112 H -8.722 2.273 -4.352  C98 1.090
113 H -8.600 -0.749 -3.758  C99 1.090
114 H -9.713 0.457 -3.322  C99 1.090
115 H -8.741 2.633 -1.929  C103 1.090
116 H -9.352 1.430 -0.715  C103 1.090
117 H -7.771 2.131 -0.584  C103 1.090
118 H -7.682 -0.485 -0.230  C104 1.090
119 H -8.999 -1.109 -1.197  C104 1.090
120 H -7.333 -1.489 -1.668  C104 1.090
121 H -5.625 3.945 -4.066  C105 1.090
122 H -5.587 3.510 -2.318  C105 1.090
123 H -7.078 3.711 -3.216  C105 1.090
124 C -6.976 -3.696 1.078  C125 1.510, H135 1.090, H136 1.090, H137 1.090
125 C -5.477 -3.517 1.068  C124 1.510, C126 1.569, N130 1.450, C134 1.570
126 C -4.926 -3.808 2.508  C125 1.569, C127 1.560, H138 1.090, H139 1.090
127 C -3.398 -4.049 2.710  C126 1.560, C128 1.530, H140 1.090, H141 1.090
128 C -2.909 -5.011 1.626  C127 1.530, C129 1.515, H142 1.090, H143 1.090
129 C -3.289 -4.582 0.224  C128 1.515, N130 1.512, C132 1.535, C133 1.486
130 N -4.785 -4.382 0.132  C125 1.450, C129 1.512, O131 1.471
131 O -5.269 -4.298 -1.255  N130 1.471
132 C -2.421 -3.411 -0.258  C129 1.535, H144 1.090, H145 1.090, H146 1.090
133 C -2.758 -5.679 -0.625  C129 1.486, H147 1.090, H148 1.090, H149 1.090
134 C -5.207 -1.984 0.865  C125 1.570, H150 1.090, H151 1.090, H152 1.090
135 H -7.470 -2.826 1.510  C124 1.090
136 H -7.329 -4.509 1.713  C124 1.090
137 H -7.333 -3.734 0.049  C124 1.090
138 H -5.326 -3.053 3.184  C126 1.090
139 H -5.517 -4.634 2.904  C126 1.090
140 H -3.171 -4.471 3.689  C127 1.090
141 H -2.805 -3.134 2.700  C127 1.090
142 H -3.319 -5.999 1.836  C128 1.090
143 H -1.835 -5.075 1.801  C128 1.090
144 H -1.354 -3.631 -0.311  C132 1.090
145 H -2.708 -3.106 -1.264  C132 1.090
146 H -2.477 -2.517 0.362  C132 1.090
147 H -1.746 -5.906 -0.289  C133 1.090
148 H -3.346 -6.597 -0.604  C133 1.090
149 H -2.691 -5.419 -1.682  C133 1.090
150 H -5.696 -1.196 1.438  C134 1.090
151 H -5.314 -1.700 -0.182  C134 1.090
152 H -4.158 -1.777 1.079  C134 1.090
153 C 8.007 -0.198 2.343  C154 1.503, H164 1.090, H165 1.090, H166 1.090
154 C 7.761 0.662 3.551  C153 1.503, C155 1.547, N159 1.567, C163 1.558
155 C 7.391 2.077 3.047  C154 1.547, C156 1.536, H167 1.090, H168 1.090
156 C 5.890 2.378 2.921  C155 1.536, C157 1.473, H169 1.090, H170 1.090
157 C 5.068 1.953 4.066  C156 1.473, C158 1.575, H171 1.090, H172 1.090
158 C 5.272 0.431 4.414  C157 1.575, N159 1.485, C161 1.604, C162 1.580
159 N 6.721 0.170 4.615  C154 1.567, C158 1.485, O160 1.464
160 O 7.053 -1.182 5.067  N159 1.464
161 C 4.408 0.122 5.729  C158 1.604, H173 1.090, H174 1.090, H175 1.090
162 C 4.661 -0.374 3.199  C158 1.580, H176 1.090, H177 1.090, H178 1.090
163 C 9.173 0.813 4.190  C154 1.558, H179 1.090, H180 1.090, H181 1.090
164 H 8.535 -1.096 2.663  C153 1.090
165 H 8.451 0.349 1.511  C153 1.090
166 H 6.981 -0.351 2.007  C153 1.090
167 H 7.730 2.822 3.767  C155 1.090
168 H 7.657 2.230 2.001  C155 1.090
169 H 5.543 2.071 1.934  C156 1.090
170 H 5.752 3.458 2.856  C156 1.090
171 H 3.994 2.139 4.047  C157 1.090
172 H 5.457 2.513 4.917  C157 1.090
173 H 4.706 0.739 6.577  C161 1.090
174 H 3.364 0.384 5.556  C161 1.090
175 H 4.505 -0.938 5.965  C161 1.090
176 H 4.571 0.181 2.266  C162 1.090
177 H 5.199 -1.294 2.973  C162 1.090
178 H 3.689 -0.758 3.511  C162 1.090
179 H 9.316 1.675 4.843  C163 1.090
180 H 9.984 1.045 3.500  C163 1.090
181 H 9.564 0.012 4.817  C163 1.090
182 C 8.419 0.714 -3.552  C183 1.492, H193 1.090, H194 1.090, H195 1.090
183 C 7.158 -0.061 -3.370  C182 1.492, C184 1.558, N188 1.536, C192 1.530
184 C 7.422 -1.092 -2.232  C183 1.558, C185 1.491, H196 1.090, H197 1.090
185 C 7.277 -0.584 -0.838  C184 1.491, C186 1.569, H198 1.090, H199 1.090
186 C 5.939 0.214 -0.651  C185 1.569, C187 1.545, H200 1.090, H201 1.090
187 C 5.821 1.423 -1.606  C186 1.545, N188 1.498, C190 1.566, C191 1.545
188 N 5.963 0.815 -2.968  C183 1.536, C187 1.498, O189 1.424
189 O 5.526 1.697 -3.997  N188 1.424
190 C 4.446 2.065 -1.222  C187 1.566, H202 1.090, H203 1.090, H204 1.090
191 C 6.893 2.450 -1.180  C187 1.545, H205 1.090, H206 1.090, H207 1.090
192 C 6.812 -0.996 -4.531  C183 1.530, H208 1.090, H209 1.090, H210 1.090
193 H 8.359 1.761 -3.849  C182 1.090
194 H 9.100 0.299 -4.296  C182 1.090
195 H 8.991 0.665 -2.626  C182 1.090
196 H 6.742 -1.935 -2.355  C184 1.090
197 H 8.365 -1.629 -2.339  C184 1.090
198 H 8.146 0.043 -0.642  C185 1.090
199 H 7.345 -1.403 -0.122  C185 1.090
200 H 5.945 0.532 0.392  C186 1.090
201 H 5.085 -0.463 -0.632  C186 1.090
202 H 4.345 2.461 -0.211  C190 1.090
203 H 4.156 2.920 -1.832  C190 1.090
204 H 3.642 1.412 -1.562  C190 1.090
205 H 7.926 2.152 -1.358  C191 1.090
206 H 6.748 3.383 -1.724  C191 1.090
207 H 6.927 2.635 -0.106  C191 1.090
208 H 6.951 -0.615 -5.543  C192 1.090
209 H 5.758 -1.240 -4.664  C192 1.090
210 H 7.323 -1.950 -4.404  C192 1.090
211 C -3.085 0.174 5.470  C212 1.547, H222 1.090, H223 1.090, H224 1.090
212 C -4.300 0.891 4.835  C211 1.547, C213 1.578, N217 1.452, C221 1.590
213 C -5.526 -0.045 5.166  C212 1.578, C214 1.523, H225 1.090, H226 1.090
214 C -6.843 0.589 4.739  C213 1.523, C215 1.515, H227 1.090, H228 1.090
215 C -7.058 1.993 5.267  C214 1.515, C216 1.536, H229 1.090, H230 1.090
216 C -5.916 2.982 4.989  C215 1.536, N217 1.525, C219 1.527, C220 1.567
217 N -4.594 2.260 5.223  C212 1.452, C216 1.525, O218 1.445
218 O -3.394 3.065 5.253  N217 1.445
219 C -6.107 3.421 3.539  C216 1.527, H231 1.090, H232 1.090, H233 1.090
220 C -6.082 4.257 5.885  C216 1.567, H234 1.090, H235 1.090, H236 1.090
221 C -3.961 0.788 3.285  C212 1.590, H237 1.090, H238 1.090, H239 1.090
222 H -2.142 0.701 5.323  C211 1.090
223 H -2.974 -0.841 5.088  C211 1.090
224 H -3.182 0.257 6.553  C211 1.090
225 H -5.390 -0.893 4.496  C213 1.090
226 H -5.422 -0.423 6.183  C213 1.090
227 H -7.646 -0.041 5.122  C214 1.090
228 H -6.884 0.657 3.652  C214 1.090
229 H -7.148 1.855 6.344  C215 1.090
230 H -7.998 2.399 4.893  C215 1.090
231 H -6.878 4.153 3.301  C219 1.090
232 H -5.123 3.825 3.302  C219 1.090
233 H -6.268 2.626 2.810  C219 1.090
234 H -5.390 5.062 5.637  C220 1.090
235 H -7.049 4.715 5.678  C220 1.090
236 H -6.016 4.147 6.967  C220 1.090
237 H -3.848 -0.233 2.919  C221 1.090
238 H -3.037 1.362 3.227  C221 1.090
239 H -4.713 1.198 2.611  C221 1.090